Entry 1:
11
Properties=species:S:1:pos:R:3:forces:R:3:nbo_charge:R:1 method="wB97M-V/def2-TZVPD" homo_ev=-8.76 lumo_energy_ev=-0.3 gap_ev=8.4 charge=0
C -0.965 -0.363 -1.932 0.4 -0.4 0.0 -1.03
C 0.777 0.553 2.298 -2.8 -1.2 -1.0 -0.37
O 1.548 -0.852 -1.952 2.0 -1.3 -0.7 -1.02
P 0.748 0.005 -1.097 -2.4 1.1 -0.8 1.28
Cl -0.119 -0.911 1.331 1.4 1.3 1.1 -0.09
Br -0.315 2.093 2.199 0.2 1.0 -0.9 0.08
H -0.773 -1.245 -2.596 0.1 1.1 0.2 0.24
H -1.740 -0.735 -1.281 -0.3 0.2 0.6 0.22
H -1.383 0.506 -2.483 0.4 -0.5 0.2 0.23
H 1.833 0.653 2.300 0.7 -0.1 -1.0 0.24
H 0.389 0.295 3.212 0.2 -1.4 2.3 0.21

Entry 2:
14
Properties=species:S:1:pos:R:3:forces:R:3:nbo_charge:R:1 method="wB97M-V/def2-TZVPD" homo_ev=-8.41 lumo_energy_ev=0.0 smiles="On1cccnc1=S.[H][H]" gap_ev=8.4 charge=0
C -1.026 -1.457 -0.279 -1.9 0.5 1.5 0.12
C -1.149 0.767 0.540 -0.4 -1.3 -1.3 0.06
C -1.597 -0.537 0.698 1.1 0.2 -0.7 -0.35
C 0.064 0.190 -1.535 -2.8 0.0 1.9 0.15
N -0.306 -1.131 -1.281 1.3 1.1 -0.6 -0.45
N -0.392 1.149 -0.566 0.0 -2.8 1.0 -0.07
O -0.136 2.469 -0.621 0.4 1.8 -0.2 -0.53
S 0.601 0.684 -2.952 1.2 0.9 -1.7 -0.11
H -1.356 -2.490 -0.245 0.2 -0.2 0.1 0.19
H -1.527 1.531 1.173 0.2 0.8 0.3 0.23
H -2.313 -0.874 1.495 1.1 0.6 -0.9 0.25
H 2.595 0.555 -0.339 0.5 -0.3 1.4 -0.01
H 2.387 0.732 -0.992 -0.2 0.3 -1.2 0.00
H 0.542 2.753 -1.297 -0.8 -1.6 0.3 0.52

Entry 3:
212
Properties=species:S:1:pos:R:3:forces:R:3:mulliken_charge:R:1 method="wB97M-V/def2-TZVPD" homo_ev=-7.80 lumo_energy_ev=-0.9 smiles="O=C1c2ccccc2C(=O)c2ccccc21.CC1(C)CCCC(C)(C)N1O.CC1(C)CCCC(C)(C)N1O.CC1(C)CCCC(C)(C)N1O.CC1(C)CCCC(C)(C)N1O.CC1(C)CCCC(C)(C)N1O.CC1(C)CCCC(C)(C)N1O.NC(N)=O" gap_ev=6.9 charge=0
C 1.484 10.597 -0.882 -0.3 1.1 1.8 -0.54
C 1.536 11.806 -1.481 -0.5 1.6 -0.6 -0.45
C 2.031 11.870 -2.740 0.7 0.2 -2.3 -0.64
C 2.472 10.729 -3.455 0.1 1.3 0.3 0.25
C 2.384 9.509 -2.829 1.0 -0.5 0.5 0.56
C 1.982 9.523 -1.508 -0.4 -2.5 0.9 -0.60
C 2.912 8.236 -3.421 -0.3 -0.1 -0.6 0.36
O 2.867 7.184 -2.841 -0.1 -0.5 1.0 -0.64
C 3.427 8.271 -4.811 -0.4 -0.4 1.0 0.91
C 3.731 7.078 -5.470 0.0 -0.1 -1.0 -0.56
C 4.160 7.073 -6.798 0.0 -0.7 1.6 -0.31
C 4.378 8.264 -7.407 -1.1 1.6 -0.1 -0.73
C 4.065 9.454 -6.708 0.9 0.1 -1.0 -0.48
C 3.556 9.512 -5.411 0.9 0.3 -1.4 0.05
C 3.160 10.868 -4.784 -1.1 -3.5 0.8 0.22
O 3.259 11.880 -5.376 0.5 2.2 -1.1 -0.56
H 1.143 10.632 0.143 0.0 -0.8 0.2 0.43
H 1.195 12.702 -0.984 0.0 0.1 0.0 0.42
H 2.080 12.811 -3.268 0.1 0.2 0.0 0.43
H 2.018 8.669 -0.848 0.1 -0.7 -0.7 0.39
H 3.599 6.055 -5.149 -0.3 0.4 1.3 0.38
H 4.339 6.077 -7.176 0.1 0.2 -0.7 0.37
H 4.548 8.339 -8.471 0.6 0.0 0.0 0.36
H 4.347 10.340 -7.257 -0.5 0.5 0.2 0.40
C -8.452 2.244 0.095 1.5 -1.1 -2.8 0.63
O -8.077 1.550 -0.861 -1.8 -0.2 0.6 -0.67
N -7.540 2.917 0.723 5.1 1.8 2.3 -0.41
N -9.625 2.587 0.570 -3.2 -0.7 -0.2 -0.38
H -6.613 2.568 0.527 0.0 0.3 0.1 0.22
H -7.626 3.445 1.579 -0.2 -0.3 -0.2 0.17
H -9.577 3.289 1.295 -1.1 -0.2 -0.5 0.19
H -10.396 2.382 -0.049 -0.4 0.4 0.7 0.25
C 0.301 -0.721 -0.102 0.1 -1.3 0.1 -1.99
C 0.053 -0.260 1.361 -2.1 0.5 -3.1 1.46
C 1.272 -0.574 2.136 0.5 0.3 3.0 -1.10
C 1.257 0.109 3.530 -0.1 -2.4 -0.8 -0.92
C 1.164 1.580 3.461 -0.4 -0.4 -1.3 -0.87
C 0.016 2.083 2.491 -1.0 -0.3 2.2 1.21
N -0.187 1.170 1.352 2.3 1.2 1.9 0.48
O -0.956 1.704 0.336 -0.2 -0.3 -0.3 -0.48
C -1.288 2.091 3.399 0.1 0.1 0.0 -1.60
C 0.340 3.531 2.112 -0.3 0.4 -1.1 -1.79
C -1.250 -1.016 1.752 0.7 -1.0 2.2 -1.86
H 0.843 -1.663 -0.015 0.1 -0.2 0.1 0.45
H 0.944 -0.149 -0.771 -0.3 0.6 0.2 0.47
H -0.637 -1.045 -0.554 0.0 0.6 -0.4 0.37
H 1.328 -1.626 2.415 0.1 -0.3 -0.7 0.44
H 2.228 -0.230 1.741 -0.3 -0.2 -1.0 0.38
H 2.192 -0.214 3.988 0.1 0.2 0.3 0.36
H 0.485 -0.396 4.110 -0.3 0.4 0.2 0.41
H 2.109 1.858 2.995 0.2 0.7 0.4 0.36
H 1.046 1.816 4.518 0.0 1.3 -0.3 0.41
H -1.523 1.081 3.735 -0.1 -0.2 -0.4 0.34
H -1.238 2.620 4.351 0.7 0.5 0.0 0.41
H -2.150 2.549 2.914 0.0 -0.3 -0.4 0.33
H 0.701 4.108 2.963 -0.2 -0.1 0.1 0.36
H 1.035 3.700 1.290 0.8 -0.8 0.2 0.43
H -0.495 4.048 1.640 -0.6 -0.1 0.6 0.38
H -2.249 -0.788 1.383 0.6 0.7 -0.8 0.36
H -1.367 -0.920 2.832 -0.1 0.2 0.3 0.42
H -1.116 -2.094 1.661 0.1 -0.2 -0.4 0.44
H -0.268 1.794 -0.328 -0.4 0.4 -0.7 0.33
C -3.808 9.953 -3.324 0.0 -0.1 1.4 -1.50
C -4.964 9.030 -2.736 0.4 -0.4 -0.1 1.44
C -4.552 8.132 -1.486 1.0 1.7 0.9 -1.07
C -4.495 8.985 -0.204 0.0 0.2 -1.0 -0.69
C -5.791 9.708 0.078 -0.7 0.5 -0.7 -1.13
C -6.454 10.563 -1.108 2.2 -0.3 -0.4 1.51
N -6.198 9.789 -2.378 -0.1 -0.7 1.1 0.29
O -6.728 10.469 -3.493 0.2 0.2 0.0 -0.50
C -7.921 10.746 -0.910 -1.2 -0.7 0.4 -1.98
C -5.798 11.995 -1.091 0.2 -0.9 0.8 -1.67
C -5.336 7.983 -3.767 -1.3 -0.1 -1.2 -2.01
H -3.843 10.375 -4.328 -1.0 -0.5 -0.1 0.31
H -2.849 9.434 -3.315 0.1 -0.2 0.3 0.41
H -3.752 10.827 -2.675 0.4 0.0 0.1 0.29
H -5.094 7.223 -1.225 -0.8 0.2 -0.9 0.40
H -3.534 7.773 -1.633 0.1 0.0 -0.4 0.48
H -3.684 9.698 -0.350 0.2 0.0 0.4 0.30
H -4.353 8.374 0.687 0.6 -0.1 -0.1 0.37
H -5.578 10.357 0.928 -0.4 0.3 0.0 0.40
H -6.445 8.912 0.434 -0.7 0.2 -0.2 0.40
H -8.520 9.842 -1.025 0.3 -0.5 -0.1 0.45
H -8.070 11.010 0.137 -0.2 0.6 -0.1 0.42
H -8.402 11.432 -1.607 0.4 0.4 0.2 0.36
H -6.045 12.527 -0.173 -0.4 -0.2 0.3 0.45
H -4.730 11.818 -0.965 0.2 0.4 -0.6 0.41
H -6.081 12.698 -1.875 0.2 -0.5 -0.4 0.29
H -6.324 7.626 -3.475 0.0 -0.4 0.0 0.47
H -4.690 7.119 -3.922 0.4 0.2 0.7 0.37
H -5.456 8.369 -4.779 0.0 0.4 0.0 0.37
H -7.440 9.881 -3.756 -0.2 0.1 -0.2 0.35
C 0.221 -7.756 1.205 -0.3 -0.1 1.0 -1.71
C 0.916 -9.088 1.422 -0.3 -1.0 -1.9 1.24
C 2.441 -8.977 1.547 -1.5 1.0 1.0 -1.01
C 2.721 -8.180 2.814 0.3 -2.0 1.4 -0.62
C 2.087 -8.929 4.074 0.8 0.6 -0.7 -1.47
C 0.590 -9.369 3.972 0.7 0.2 -0.3 2.10
N 0.297 -9.855 2.600 5.3 1.4 -0.6 0.16
O -0.972 -10.245 2.398 -2.0 -0.5 0.1 -0.44
C 0.376 -10.519 4.959 -0.1 -0.4 1.2 -2.14
C -0.260 -8.149 4.344 -1.1 0.7 0.2 -1.81
C 0.683 -9.921 0.110 -1.2 -1.3 1.2 -1.92
H 0.529 -7.219 0.308 -0.1 -0.2 -0.1 0.38
H 0.348 -7.110 2.074 0.1 0.2 -0.2 0.35
H -0.830 -8.045 1.211 -0.2 0.5 -0.5 0.39
H 2.832 -9.994 1.537 0.4 0.1 0.3 0.36
H 2.883 -8.392 0.740 -0.3 -0.3 -0.5 0.44
H 2.401 -7.138 2.821 -0.1 -0.1 -0.5 0.29
H 3.809 -8.218 2.857 0.1 0.4 0.8 0.42
H 2.174 -8.262 4.931 -0.3 0.2 0.1 0.44
H 2.741 -9.746 4.380 -0.1 -0.4 -0.5 0.46
H 0.874 -11.479 4.823 -0.1 -0.1 -1.4 0.43
H 0.839 -10.358 5.933 -0.2 1.1 0.3 0.48
H -0.676 -10.700 5.185 -0.1 0.0 -0.2 0.45
H -1.094 -7.996 3.659 0.1 -0.2 -0.2 0.35
H -0.767 -8.163 5.309 0.3 -0.5 0.3 0.41
H 0.288 -7.207 4.369 0.3 -0.1 -0.2 0.33
H -0.387 -10.087 -0.012 -0.2 0.6 -0.4 0.42
H 0.958 -10.963 0.271 0.7 -0.1 0.2 0.45
H 1.129 -9.623 -0.839 0.1 0.6 0.4 0.36
H -0.854 -11.172 2.620 -0.9 -0.4 -0.3 0.39
C -1.252 -0.313 11.226 -0.9 2.8 -0.6 -1.76
C -0.817 -1.700 11.447 2.4 -0.9 0.8 1.88
C 0.430 -2.154 10.585 0.1 0.3 -0.4 -1.34
C 1.864 -1.809 11.121 -2.0 -0.1 -0.9 -0.78
C 1.995 -2.254 12.560 -0.2 0.5 -0.6 -1.07
C 0.927 -1.629 13.521 -1.1 -1.4 -2.6 1.49
N -0.447 -1.846 12.891 1.2 -2.1 0.4 0.02
O -1.483 -1.605 13.852 0.6 0.4 -1.6 -0.43
C 0.968 -2.513 14.772 -0.4 0.9 0.3 -1.80
C 1.292 -0.167 13.657 0.5 0.6 1.1 -1.71
C -1.905 -2.633 11.021 -1.2 -0.5 1.4 -2.20
H -1.529 -0.036 10.209 0.5 -0.3 -0.4 0.41
H -0.583 0.461 11.603 0.6 -0.2 -0.3 0.35
H -2.177 0.007 11.707 -0.4 -0.8 0.6 0.46
H 0.183 -3.160 10.245 0.8 -0.8 1.1 0.52
H 0.372 -1.778 9.563 -0.3 1.2 0.0 0.46
H 1.907 -0.740 10.913 0.4 0.2 0.6 0.33
H 2.627 -2.250 10.479 0.0 -0.2 0.1 0.40
H 2.997 -1.997 12.904 0.0 -0.1 0.4 0.44
H 1.904 -3.338 12.487 -0.1 -0.1 0.6 0.37
H 0.975 -3.578 14.537 0.2 0.2 -0.3 0.38
H 1.860 -2.238 15.334 -0.1 -0.2 0.3 0.39
H 0.055 -2.356 15.347 0.3 0.2 0.3 0.42
H 2.175 -0.190 14.296 0.1 0.5 0.2 0.43
H 1.581 0.380 12.759 0.0 -0.6 -0.4 0.33
H 0.570 0.518 14.103 -0.3 -0.4 0.4 0.35
H -1.809 -3.683 11.299 1.0 -0.1 -0.4 0.46
H -2.071 -2.509 9.951 -0.5 0.0 0.2 0.42
H -2.729 -2.411 11.700 -0.8 0.5 -0.7 0.44
H -1.602 -0.665 13.698 -0.6 0.5 0.6 0.36
C 6.654 -4.784 -1.853 -0.2 0.2 0.5 -1.88
C 7.029 -4.766 -3.368 -0.1 -0.1 -0.5 1.54
C 8.366 -5.580 -3.515 0.8 0.8 2.1 -1.29
C 8.352 -7.052 -3.824 -1.8 2.0 -1.2 -0.86
C 7.555 -7.136 -5.168 0.6 -1.1 2.1 -0.87
C 6.167 -6.443 -5.228 -2.0 0.3 -1.3 1.19
N 5.917 -5.464 -4.117 3.9 -2.4 0.3 0.45
O 4.754 -4.801 -4.217 -1.5 1.3 -0.2 -0.48
C 6.120 -5.769 -6.676 0.7 0.5 0.9 -1.83
C 4.933 -7.538 -5.193 1.2 1.0 0.3 -1.72
C 7.304 -3.278 -3.855 -0.2 -1.0 0.0 -1.70
H 6.401 -5.767 -1.456 -0.3 -0.3 -0.6 0.39
H 5.850 -4.105 -1.569 -0.4 0.0 -0.4 0.39
H 7.418 -4.515 -1.124 0.7 0.5 -0.6 0.43
H 9.129 -5.018 -4.053 -0.3 -0.1 -0.8 0.46
H 8.804 -5.546 -2.517 0.1 0.4 0.3 0.42
H 7.800 -7.573 -3.042 0.2 -0.2 0.0 0.35
H 9.376 -7.410 -3.929 -0.2 -0.3 0.0 0.40
H 7.482 -8.221 -5.092 -0.6 -0.2 -1.8 0.32
H 8.239 -6.744 -5.921 -0.3 -0.4 -0.3 0.40
H 6.852 -4.964 -6.743 0.3 0.2 0.5 0.43
H 6.502 -6.445 -7.441 -0.6 -0.4 0.0 0.46
H 5.201 -5.254 -6.956 -0.3 -0.6 0.1 0.36
H 4.932 -8.192 -6.065 0.6 -0.2 0.2 0.41
H 4.990 -8.073 -4.245 0.2 -0.4 -0.1 0.41
H 3.912 -7.158 -5.224 0.2 0.9 0.1 0.36
H 6.494 -2.597 -3.596 0.1 -0.1 0.2 0.32
H 7.447 -3.192 -4.932 -0.3 -0.5 -0.2 0.36
H 8.265 -2.929 -3.476 -0.2 0.1 0.6 0.43
H 4.236 -5.146 -3.487 -0.4 0.1 0.1 0.35
C -4.122 -0.945 -8.181 -0.8 -0.1 0.3 -1.88
C -2.886 -1.529 -8.807 0.9 -0.8 0.5 1.67
C -1.613 -0.808 -8.250 0.3 -0.3 1.0 -1.10
C -1.005 -1.325 -6.948 -1.4 -0.1 0.2 -0.85
C -0.885 -2.822 -6.939 -1.1 0.5 -1.2 -0.93
C -2.301 -3.625 -7.326 2.4 0.8 0.3 1.31
N -2.810 -3.034 -8.630 3.4 0.8 1.9 0.32
O -3.857 -3.810 -9.100 -0.6 0.2 -0.4 -0.47
C -1.827 -5.106 -7.525 -0.5 1.0 -0.2 -1.85
C -3.266 -3.478 -6.165 -0.4 0.2 -0.9 -1.71
C -2.915 -1.223 -10.294 -0.2 0.4 0.2 -2.01
H -4.969 -1.618 -8.314 -0.1 -0.1 -0.2 0.40
H -4.369 -0.009 -8.683 0.0 0.2 0.3 0.45
H -4.030 -0.809 -7.103 0.1 0.3 -0.1 0.39
H -0.824 -0.816 -9.002 -0.1 0.2 -0.2 0.43
H -1.888 0.198 -7.935 -0.2 0.4 -1.0 0.33
H -1.617 -1.001 -6.107 -0.3 0.1 0.1 0.36
H -0.013 -0.958 -6.684 0.1 0.5 -0.6 0.44
H -0.358 -2.884 -5.987 -0.5 -1.8 0.3 0.37
H -0.157 -2.938 -7.742 0.1 -1.0 -0.1 0.37
H -2.621 -5.824 -7.726 -0.2 0.2 -0.1 0.39
H -1.124 -5.100 -8.358 0.1 -0.2 0.0 0.44
H -1.325 -5.448 -6.619 0.1 0.1 0.0 0.40
H -3.430 -2.416 -5.981 0.4 -0.1 0.7 0.28
H -4.261 -3.794 -6.479 0.0 -0.6 0.1 0.38
H -2.895 -4.062 -5.323 -0.3 0.3 0.2 0.39
H -3.932 -1.480 -10.588 0.4 -0.3 -1.0 0.43
H -2.056 -1.627 -10.829 -0.5 -0.8 -0.1 0.46
H -2.762 -0.157 -10.459 -0.4 0.3 0.3 0.42
H -3.363 -4.304 -9.758 -0.6 -0.4 -0.3 0.36

Entry 4:
11
Properties=species:S:1:pos:R:3:forces:R:3:nbo_charge:R:1 method="wB97M-V/def2-TZVPD" homo_ev="-8.14 / -8.14" lumo_energy_ev="0.4 / 0.4" gap_ev="8.6 / 8.6" charge=0
N 0.572 -1.549 -0.051 0.0 0.1 0.2 -0.77
C 0.350 -0.375 0.567 0.0 -0.1 0.0 0.63
O 0.429 -0.337 1.824 0.1 -0.4 -0.4 -0.20
C 0.046 0.840 -0.202 -0.1 0.0 -0.1 -0.27
C -0.930 0.884 -1.104 0.1 0.0 0.1 -0.34
O 0.045 0.915 2.368 -0.1 0.3 0.1 -0.55
H 0.723 -1.572 -1.046 0.0 0.1 0.1 0.41
H 0.852 -2.344 0.505 -0.1 0.1 -0.1 0.42
H 0.648 1.704 0.064 -0.1 -0.1 0.0 0.26
H -1.141 1.796 -1.655 0.0 -0.1 0.1 0.21
H -1.594 0.039 -1.273 0.2 0.1 0.0 0.20

Entry 5:
14
Properties=species:S:1:pos:R:3:forces:R:3:mulliken_spin:R:1 method="wB97M-V/def2-TZVPD" homo_ev="1.21 / -4.71" s_squared=0.750 lumo_energy_ev="3.7 / 3.6" gap_ev="2.5 / 8.3" charge=-1 multiplicity=2
C -1.525 -1.237 1.846 -0.7 -0.2 0.3 2.47
S -0.239 -0.127 2.460 0.0 0.6 0.0 0.09
H 0.797 -0.951 2.226 0.2 -0.4 -0.1 -0.09
H -2.282 -0.690 1.276 0.4 0.0 -0.2 -0.37
H -2.065 -1.622 2.702 -0.1 -0.3 0.3 -0.60
H -1.155 -2.107 1.291 0.2 0.2 -0.2 -0.65
C 0.537 1.377 -1.030 0.2 0.8 0.4 0.07
C 1.074 0.312 -1.975 0.1 -0.2 0.2 0.29
H 1.277 1.684 -0.288 0.2 -0.1 -0.1 -0.05
H 0.220 2.313 -1.508 0.0 -0.3 -0.2 -0.03
H -0.273 1.023 -0.401 -0.3 -0.2 -0.2 0.09
H 0.883 -0.658 -1.525 0.0 -0.3 0.0 -0.10
H 2.157 0.357 -2.122 -0.1 0.2 -0.1 -0.05
H 0.594 0.328 -2.954 0.0 0.0 0.0 -0.06

Entry 6:
8
Properties=species:S:1:pos:R:3:forces:R:3:nbo_charge:R:1 method="wB97M-V/def2-TZVPD" homo_ev=-9.73 lumo_energy_ev=0.3 smiles="C/N=C/Br" gap_ev=10.0 charge=0
C -1.995 -0.228 -0.314 4.5 4.2 3.4 -0.07
C 0.307 0.428 -0.075 -0.9 0.3 -1.3 -0.45
N -1.105 0.782 0.234 -4.1 -6.0 -3.4 -0.37
Br -3.863 0.063 -0.055 1.0 -0.3 -0.3 0.08
H -1.629 -1.257 -0.675 -0.7 1.8 0.3 0.21
H 0.662 1.295 -0.716 0.0 -1.3 0.6 0.22
H 0.399 -0.579 -0.553 0.0 0.9 -0.2 0.17
H 0.906 0.351 0.806 0.3 0.4 0.8 0.21

Values of F_max, in order: 3.20; 3.41; 5.92; 0.58; 0.91; 8.00, all in eV/Å.
Values of ΔE to the lowest compared entry with this formula, charge and spin, in order: 2.707; 4.673; 0.867; 5.048; 0.245; 1.623, all in eV.